1.
{
  "formula": "C33H92N6O10",
  "method": "the ωB97M-V functional and the def2-TZVPD basis",
  "smiles": "COC[C@H](C)N.COC[C@H](C)N.COC[C@H](C)N.COC[C@H](C)N.COC[C@H](C)N.COC[C@H](C)N.CC(C)O.CC(C)O.CC(C)O.O",
  "lumo_energy_ha": 0.0197,
  "charge": 0,
  "largest_force_ha_per_bohr": 0.0575,
  "e_homo_ev": -8.817,
  "species": ["C", "C", "C", "O", "H", "H", "H", "H", "H", "H", "H", "H", "C", "C", "C", "O", "H", "H", "H", "H", "H", "H", "H", "H", "C", "C", "C", "O", "H", "H", "H", "H", "H", "H", "H", "H", "O", "H", "H", "C", "C", "C", "O", "C", "N", "H", "H", "H", "H", "H", "H", "H", "H", "H", "H", "H", "C", "C", "C", "O", "C", "N", "H", "H", "H", "H", "H", "H", "H", "H", "H", "H", "H", "C", "C", "C", "O", "C", "N", "H", "H", "H", "H", "H", "H", "H", "H", "H", "H", "H", "C", "C", "C", "O", "C", "N", "H", "H", "H", "H", "H", "H", "H", "H", "H", "H", "H", "C", "C", "C", "O", "C", "N", "H", "H", "H", "H", "H", "H", "H", "H", "H", "H", "H", "C", "C", "C", "O", "C", "N", "H", "H", "H", "H", "H", "H", "H", "H", "H", "H", "H"],
  "xyz": [[-4.773, 2.087, 5.966], [-4.519, 2.142, 4.442], [-5.830, 2.703, 3.749], [-3.362, 2.947, 4.248], [-5.000, 3.049, 6.363], [-3.868, 1.811, 6.545], [-5.630, 1.439, 6.155], [-4.273, 1.117, 4.041], [-5.636, 2.695, 2.663], [-6.128, 3.740, 4.026], [-6.665, 2.002, 4.075], [-2.606, 2.495, 4.678], [5.265, -4.640, 0.814], [4.188, -4.944, -0.191], [2.805, -4.410, 0.201], [4.528, -4.303, -1.439], [5.213, -3.550, 1.023], [6.275, -4.797, 0.485], [5.092, -5.144, 1.739], [4.119, -6.038, -0.423], [2.562, -4.793, 1.226], [2.155, -4.784, -0.542], [2.897, -3.357, 0.070], [3.822, -4.573, -2.038], [-1.903, 0.201, 1.460], [-0.460, -0.083, 1.883], [0.503, 0.402, 0.770], [-0.117, 0.451, 3.107], [-2.701, -0.279, 2.099], [-2.129, -0.303, 0.524], [-2.152, 1.290, 1.269], [-0.308, -1.170, 1.979], [1.450, 0.054, 1.105], [0.481, 1.507, 0.694], [0.257, -0.163, -0.080], [-0.239, 1.429, 3.022], [-1.052, 1.677, 5.635], [-0.229, 1.846, 6.074], [-0.842, 0.934, 5.068], [2.063, -2.014, -3.680], [3.551, -2.258, -3.482], [4.079, -3.482, -4.166], [3.249, -4.628, -3.941], [3.643, -5.816, -4.662], [4.343, -1.118, -4.021], [1.653, -1.097, -3.253], [1.544, -2.863, -3.267], [1.892, -1.947, -4.750], [3.780, -2.231, -2.419], [5.071, -3.708, -3.832], [4.117, -3.354, -5.265], [3.364, -5.690, -5.718], [3.077, -6.701, -4.315], [4.744, -5.949, -4.669], [4.239, -0.959, -5.040], [5.326, -1.257, -3.893], [-0.017, 5.649, 2.002], [0.349, 4.121, 2.051], [1.884, 4.033, 2.214], [2.130, 4.701, 3.458], [3.461, 4.628, 3.801], [-0.279, 3.323, 3.100], [0.662, 6.244, 1.326], [0.081, 6.109, 2.980], [-1.060, 5.652, 1.616], [0.055, 3.744, 1.091], [2.429, 4.623, 1.464], [2.249, 2.971, 2.378], [3.505, 4.919, 4.831], [4.034, 5.378, 3.243], [3.855, 3.613, 3.659], [0.075, 3.551, 4.039], [-1.280, 3.366, 3.040], [-1.008, 3.505, -3.912], [-0.662, 3.351, -2.417], [0.269, 4.489, -2.042], [1.337, 4.529, -2.901], [2.532, 5.041, -2.319], [-1.836, 3.306, -1.606], [-1.254, 4.570, -4.114], [-1.915, 2.935, -4.132], [-0.104, 3.149, -4.518], [-0.158, 2.372, -2.356], [0.592, 4.379, -0.984], [-0.326, 5.435, -2.084], [3.025, 4.254, -1.700], [2.365, 5.912, -1.683], [3.219, 5.190, -3.115], [-2.599, 3.844, -1.981], [-1.647, 3.601, -0.653], [-5.027, -3.130, -5.144], [-5.876, -2.030, -4.517], [-6.270, -2.458, -3.110], [-6.903, -1.417, -2.341], [-6.100, -1.070, -1.248], [-5.044, -0.809, -4.522], [-5.618, -4.008, -5.183], [-4.169, -3.408, -4.502], [-4.653, -2.856, -6.152], [-6.745, -1.780, -5.084], [-5.472, -2.913, -2.576], [-7.079, -3.243, -3.181], [-6.576, -0.377, -0.553], [-5.207, -0.563, -1.592], [-5.864, -1.862, -0.582], [-5.473, -0.069, -3.970], [-4.060, -1.004, -4.205], [2.081, -1.527, 5.101], [2.985, -0.322, 4.987], [3.768, -0.349, 3.672], [4.579, 0.839, 3.657], [5.676, 0.823, 2.730], [2.216, 0.894, 5.177], [2.454, -2.460, 4.818], [1.136, -1.471, 4.490], [1.677, -1.571, 6.109], [3.655, -0.264, 5.809], [3.041, -0.395, 2.821], [4.395, -1.229, 3.653], [6.162, -0.169, 2.687], [6.347, 1.555, 3.029], [5.406, 1.055, 1.662], [1.668, 1.042, 4.332], [3.015, 1.557, 5.139], [-1.478, -3.458, -0.927], [-1.876, -3.242, -2.446], [-1.646, -1.764, -2.804], [-2.469, -1.024, -1.945], [-2.254, 0.405, -1.964], [-1.019, -4.044, -3.283], [-0.450, -3.185, -0.828], [-1.462, -4.483, -0.689], [-2.001, -2.814, -0.244], [-2.930, -3.514, -2.678], [-1.900, -1.590, -3.881], [-0.572, -1.579, -2.771], [-2.598, 0.867, -2.898], [-1.198, 0.651, -1.900], [-2.818, 0.789, -1.132], [-0.780, -4.859, -2.766], [-1.559, -4.272, -4.142]],
  "forces_ev_per_a": [[0.53, -0.91, -0.37], [-0.54, 0.12, 1.04], [0.82, -0.76, 0.28], [0.21, 0.19, -0.65], [-0.43, 1.03, -0.07], [-0.50, -0.46, -0.48], [0.21, -0.21, 0.34], [-0.62, 0.75, 0.30], [-0.55, -0.15, 0.34], [0.56, -0.73, 0.13], [0.95, 0.86, -0.80], [-0.44, 0.27, 0.00], [-0.41, 1.66, -0.11], [-0.03, -0.58, -1.08], [1.67, -1.41, 1.24], [0.20, -0.38, 0.76], [-0.03, -0.44, 0.01], [0.36, -0.49, -0.41], [-0.09, -0.49, 0.67], [0.13, 0.57, 0.53], [-0.21, 0.72, -0.87], [-1.26, -0.41, -0.58], [-0.33, 1.00, 0.52], [0.04, 0.07, -0.53], [-1.46, -0.13, 0.15], [-0.43, -0.36, -1.58], [-0.76, 0.30, 2.06], [-0.03, 0.98, 1.06], [0.97, 0.84, 0.05], [0.40, -0.04, -0.38], [0.45, -1.06, 0.54], [-0.23, 0.15, -0.10], [1.23, 0.11, 0.08], [-0.02, -0.66, -0.36], [-0.30, -0.15, -1.65], [0.27, 0.01, 0.26], [-0.83, 0.10, -0.14], [0.77, 0.19, 0.49], [0.08, -0.46, -0.45], [0.52, -0.17, -0.32], [0.41, 2.03, -0.33], [-0.90, -1.43, -1.14], [-0.04, -1.02, 0.44], [-0.03, 0.89, -0.54], [-0.64, 0.53, -0.69], [0.52, 0.02, 0.25], [-0.52, -0.27, -0.10], [-0.36, -0.20, -0.30], [0.02, -0.46, 0.05], [0.81, -0.04, 0.30], [-0.04, 0.38, 0.25], [0.00, 0.06, 0.04], [0.51, 0.63, 0.28], [-0.53, -0.18, 0.45], [-0.31, -0.38, 0.86], [0.56, -0.16, 0.33], [-0.23, -0.64, -0.62], [1.43, 1.30, 0.44], [-0.51, -0.29, 1.28], [-1.14, -0.42, -0.48], [0.65, 0.28, 0.14], [0.76, -0.02, -0.21], [-0.72, -0.80, 0.36], [-0.31, -0.07, 0.11], [0.58, 0.65, 0.39], [-0.05, -0.61, -0.54], [-0.13, -0.66, -0.37], [-0.32, 0.95, -0.82], [0.31, -0.03, 0.72], [0.31, -0.24, -0.22], [0.19, 0.16, 0.06], [-0.50, 0.10, -0.71], [-0.51, 0.25, 0.41], [0.68, 0.03, -0.07], [0.49, -0.27, -1.45], [-0.97, 0.22, 1.29], [1.39, 0.34, -0.38], [-0.25, -1.47, 0.75], [-0.50, -0.08, 0.72], [0.34, -0.53, -0.13], [0.28, -0.22, -0.20], [-1.56, 0.69, 0.61], [0.27, 0.40, 0.32], [0.01, -0.05, -0.31], [0.26, -0.33, 0.00], [-0.48, 0.35, -0.04], [-0.01, 0.20, -0.30], [0.46, 0.68, -0.71], [-0.11, 0.28, -0.02], [-0.17, 0.00, -0.08], [0.36, 0.47, -0.22], [2.22, 0.77, 0.95], [-2.89, -0.46, -0.42], [0.40, -0.44, -0.21], [-0.03, 1.60, 0.34], [0.88, -0.16, 0.15], [-0.58, -1.10, -0.43], [-0.26, 0.47, -0.21], [-0.33, -0.16, 0.64], [-0.73, -0.15, -0.52], [1.03, -0.13, 0.52], [0.80, 0.42, -0.14], [-0.65, 0.28, -0.53], [0.57, -0.12, 0.03], [0.49, -1.38, 0.20], [0.30, -0.25, 0.01], [-1.55, 0.35, -0.11], [-2.42, 0.96, 0.05], [-0.85, -0.73, -0.90], [-0.41, 0.88, 0.16], [0.30, -0.50, -0.85], [-1.71, -1.57, -1.23], [1.01, 1.01, -0.37], [1.25, -1.47, -0.19], [0.96, 0.59, 0.20], [0.21, -0.19, 0.27], [1.05, -0.61, 0.64], [0.58, 0.19, 0.40], [0.35, -0.38, -0.14], [-0.09, 0.33, 0.30], [1.31, 1.28, 0.74], [-0.30, -0.15, 0.91], [-0.12, 0.13, -0.04], [-1.25, 0.34, 0.06], [-0.13, 1.03, -2.18], [-0.19, 0.70, 1.18], [-0.78, -0.83, -0.80], [0.44, 1.14, -0.02], [-0.25, -0.98, -0.66], [-0.39, 0.30, -1.32], [1.00, 0.47, -0.15], [-0.67, -1.38, 0.57], [-0.65, -0.10, 0.24], [0.30, 0.38, 0.76], [-0.10, -0.06, 0.46], [0.13, 0.37, 0.61], [-0.22, -0.19, 0.03], [0.17, -0.10, 0.39], [0.00, 0.31, 0.08], [0.20, -1.00, -0.14], [0.94, -0.21, 0.84]]
}

***

2.
{
  "formula": "C3H3NOS2",
  "method": "the ωB97M-V functional and the def2-TZVPD basis",
  "smiles": "S=c1cc(S)[nH]o1",
  "lumo_energy_ha": -0.0232,
  "e_above_lowest_ev": 4.309,
  "charge": 0,
  "largest_force_ha_per_bohr": 0.1118,
  "e_homo_ev": -8.844,
  "species": ["C", "C", "C", "H", "H", "H", "N", "O", "S", "S"],
  "xyz": [[-0.952, 0.062, 0.359], [-0.084, 0.615, -0.552], [0.981, -0.326, -0.716], [-3.048, -0.331, 1.158], [-0.596, 1.461, -1.337], [-0.147, -0.722, 2.204], [-0.412, -1.022, 1.130], [0.759, -1.177, 0.340], [-2.275, 0.875, 1.078], [2.333, 0.004, -1.528]],
  "forces_ev_per_a": [[1.23, 1.44, 1.64], [-5.07, 1.00, -2.51], [-0.84, 2.28, 2.50], [0.85, 1.71, 0.06], [2.24, -2.54, 2.37], [-0.45, -0.70, -3.55], [0.53, 2.27, -0.67], [3.15, -2.95, 0.45], [-2.24, -1.34, 0.18], [0.62, -1.17, -0.47]]
}